1.
Density functional theory data (wB97M-V/def2-TZVPD) for a 2-piece molecular cluster, C12H23O6P overall.

```
! wB97M-V def2-TZVPD RIJCOSX def2/J DEFGRID3
* xyz 0 1
C 2.487 -0.711 2.663
C 2.220 -0.034 1.337
C 2.716 -0.771 -0.049
C 2.052 -0.107 -1.425
C 2.753 -1.021 -2.591
C 2.188 -2.585 -2.626
O 0.565 -0.306 -1.447
C -0.190 0.985 -1.555
O -1.377 1.329 -1.048
O 0.790 1.804 -2.342
C 2.044 1.524 -1.591
P 3.634 2.456 -2.089
O 4.342 1.859 -3.564
O 4.777 2.567 -0.781
H 3.620 -0.813 2.998
H 1.624 -1.160 3.313
H 1.626 0.974 1.391
H 3.908 -0.721 -0.087
H 2.421 -1.921 0.074
H 3.912 -1.069 -2.332
H 2.657 -0.504 -3.640
H 1.023 -2.653 -2.492
H 2.761 -3.252 -1.829
H 2.485 -3.028 -3.692
H 1.787 2.006 -0.542
H 4.920 1.040 -3.406
H 5.273 1.691 -0.746
C -4.501 1.743 0.885
C -3.473 0.665 1.181
O -3.422 0.291 2.557
C -4.623 -0.238 3.114
C -5.105 -1.502 2.424
H -4.304 2.636 1.488
H -4.468 2.020 -0.174
H -5.516 1.413 1.113
H -2.479 1.046 0.924
H -3.635 -0.220 0.555
H -5.402 0.528 3.129
H -4.403 -0.473 4.163
H -5.352 -1.324 1.374
H -6.003 -1.888 2.918
H -4.329 -2.275 2.451
*
```

Properties
HOMO level ... -8.17 eV
Calculated total energy ... -1263.50531 a.u.
Energy above the lowest of the compared OMol25 structures with the same formula, charge and spin ... 171.0 kcal per mole
LUMO level ... -0.47 eV
Strongest force on any atom ... 9.9 eV/A

=====

2.
Density functional theory data (wB97M-V/def2-TZVPD) for C12H24AlO16S as an isolated structure.

```
! wB97M-V def2-TZVPD RIJCOSX def2/J DEFGRID3
* xyz 1 1
Al 1.956 -10.116 3.626
S 4.904 -10.394 2.424
O 3.853 -10.041 1.429
O 4.460 -11.626 3.094
O 6.243 -10.324 1.975
O 4.547 -9.394 3.495
C 0.256 -16.005 2.857
O 0.780 -14.685 3.015
C -0.006 -13.647 3.208
O 0.442 -12.534 3.362
O -1.288 -13.995 3.260
C -2.247 -13.020 3.675
H -0.302 -16.105 1.931
H -0.303 -16.327 3.733
H 1.128 -16.655 2.815
H -2.914 -12.815 2.835
H -1.762 -12.087 3.951
H -2.887 -13.411 4.461
C 0.850 -12.712 7.473
O 1.657 -13.707 6.845
C 2.379 -13.343 5.802
O 2.464 -12.205 5.388
O 2.971 -14.419 5.336
C 3.732 -14.316 4.147
H 0.590 -13.059 8.467
H -0.045 -12.545 6.874
H 1.419 -11.793 7.595
H 4.741 -13.952 4.344
H 3.268 -13.646 3.430
H 3.821 -15.293 3.682
C 4.423 -6.527 4.524
O 3.339 -5.897 5.200
C 2.154 -6.438 4.994
O 1.911 -7.418 4.321
O 1.245 -5.713 5.613
C -0.098 -6.202 5.658
H 5.302 -5.893 4.644
H 4.285 -6.553 3.444
H 4.638 -7.492 4.972
H -0.461 -6.411 4.656
H -0.657 -5.475 6.230
H -0.088 -7.142 6.217
C 1.616 -8.991 8.192
O 2.885 -9.629 8.263
C 3.528 -9.810 7.126
O 3.152 -9.391 6.048
O 4.608 -10.518 7.345
C 5.389 -10.914 6.218
H 0.868 -9.713 7.860
H 1.592 -8.143 7.510
H 1.360 -8.639 9.185
H 4.826 -11.597 5.585
H 6.326 -11.327 6.568
H 5.603 -10.025 5.614
*
```

Properties
HOMO level ... -13.40 eV
Calculated total energy ... -2315.72260 a.u.
LUMO level ... -8.80 eV
Strongest force on any atom ... 1.8 eV/A

=====

3.
Density functional theory data (wB97M-V/def2-TZVPD) for C12H24AsF6O12Tl as an isolated structure.

```
! wB97M-V def2-TZVPD RIJCOSX def2/J DEFGRID3
* xyz 2 1
Tl -1.200 -1.095 -0.981
As 1.181 -2.817 2.509
F 1.427 -4.508 1.964
F 2.587 -2.372 1.526
F 0.841 -1.197 3.105
F -0.217 -3.485 3.467
F 2.289 -3.112 3.889
F 0.085 -2.573 1.038
C 1.247 3.411 1.998
O 0.753 2.033 2.054
C -0.553 1.703 1.898
O -0.931 0.668 1.304
O -1.273 2.724 2.385
C -2.613 2.656 2.604
H 0.680 4.137 2.581
H 1.329 3.620 0.932
H 2.222 3.365 2.483
H -2.985 1.647 2.427
H -3.164 3.408 2.039
H -2.692 2.966 3.646
C -4.223 -3.994 3.800
O -3.859 -3.134 2.676
C -3.043 -2.007 2.699
O -2.489 -1.558 1.684
O -2.938 -1.658 4.008
C -1.922 -0.672 4.331
H -3.331 -4.102 4.417
H -4.493 -4.945 3.341
H -5.050 -3.467 4.277
H -1.557 -0.166 3.437
H -0.971 -0.974 4.770
H -2.283 0.234 4.817
C 2.589 2.981 -2.933
O 1.722 2.243 -2.102
C 2.045 1.282 -1.307
O 1.214 0.381 -1.001
O 3.305 1.396 -0.869
C 3.770 0.622 0.217
H 3.291 3.702 -2.514
H 1.975 3.620 -3.568
H 3.140 2.266 -3.544
H 3.714 -0.436 -0.039
H 3.455 0.753 1.253
H 4.836 0.817 0.104
C -0.039 1.583 -6.732
O -0.460 1.063 -5.476
C -0.182 -0.199 -4.975
O -0.448 -0.677 -3.832
O 0.376 -0.958 -5.998
C 0.610 -2.330 -5.723
H -0.549 1.100 -7.566
H 1.051 1.573 -6.733
H -0.462 2.577 -6.588
H 0.649 -2.804 -6.703
H -0.106 -2.810 -5.056
H 1.652 -2.482 -5.441
*
```

Properties
HOMO level ... -16.59 eV
Calculated total energy ... -4381.11127 a.u.
Energy above the lowest of the compared OMol25 structures with the same formula, charge and spin ... 67.6 kcal per mole
LUMO level ... -14.04 eV
Strongest force on any atom ... 5.3 eV/A

=====

4.
Density functional theory data (wB97M-V/def2-TZVPD) for C12H24AuCl2N2O3P as an isolated structure.

```
! wB97M-V def2-TZVPD RIJCOSX def2/J DEFGRID3
* xyz 2 3
C 2.039 5.504 1.675
C 2.464 4.175 1.168
H 2.906 6.165 1.799
H 1.488 5.430 2.623
H 1.299 5.897 0.956
O 3.552 3.799 0.785
Cl -1.228 1.720 0.757
Au 0.905 2.813 0.798
P 1.134 2.044 -1.619
C 2.366 0.736 -1.871
C -0.420 1.338 -2.245
H 0.832 4.064 -2.887
H 1.847 2.857 -3.776
H 2.541 3.825 -2.438
C 1.638 3.328 -2.807
H -1.189 2.118 -2.157
H -0.305 1.007 -3.288
H 2.573 0.662 -2.947
H 1.966 -0.210 -1.486
H -0.688 0.485 -1.591
H 3.288 0.995 -1.337
C 2.159 1.500 1.511
O 2.833 0.616 1.798
Cl -0.343 4.429 -0.467
C -0.547 -1.144 2.242
N -1.233 -2.245 1.623
C -1.397 -3.448 2.399
C -2.512 -4.284 1.816
C -2.277 -4.562 0.350
N -1.920 -3.345 -0.341
C -1.935 -3.402 -1.783
C -1.284 -2.259 0.236
O -0.818 -1.341 -0.456
H 0.525 -1.116 1.986
H -0.657 -1.213 3.332
H -0.987 -0.197 1.894
H -0.465 -4.039 2.408
H -1.639 -3.156 3.425
H -3.470 -3.764 1.941
H -2.567 -5.241 2.340
H -3.180 -4.974 -0.123
H -1.477 -5.318 0.224
H -1.231 -4.161 -2.164
H -2.938 -3.670 -2.146
H -1.647 -2.417 -2.157
*
```

Properties
HOMO level (alpha / beta) ... -14.90 / -15.06 eV
Calculated total energy ... -2203.64886 a.u.
Expectation value of S² ... 2.036
LUMO level (alpha / beta) ... -7.46 / -9.97 eV
Strongest force on any atom ... 4.4 eV/A

=====

5.
Density functional theory data (wB97M-V/def2-TZVPD) for C12H24AuN4OSeTa as an isolated structure.

```
! wB97M-V def2-TZVPD RIJCOSX def2/J DEFGRID3
* xyz 2 1
N -1.773 -0.247 1.217
C -3.934 -2.870 1.954
O -4.912 -3.465 2.259
Au -3.651 -0.741 1.960
Ta -0.011 0.196 1.369
N 0.073 1.899 0.328
N 0.994 -1.039 0.124
C -0.496 2.390 -0.922
C 0.659 -2.225 -0.635
C -0.734 3.899 -0.972
C 0.528 2.024 -1.998
C -1.788 1.637 -1.265
C 0.237 -3.303 0.364
C 1.810 -2.729 -1.543
C -0.575 -1.937 -1.475
H -1.476 4.231 -0.231
H -1.149 4.100 -1.977
H 0.205 4.469 -0.861
H 1.467 2.571 -1.833
H 0.105 2.225 -2.999
H 0.788 0.957 -1.911
H -1.605 0.553 -1.362
H -2.153 2.016 -2.241
H -2.581 1.717 -0.511
H 1.054 -3.569 1.045
H -0.068 -4.217 -0.171
H -0.619 -2.923 0.950
H 2.675 -3.122 -0.971
H 2.145 -1.947 -2.253
H 1.386 -3.569 -2.137
H -0.788 -2.829 -2.069
H -0.413 -1.147 -2.215
H -1.456 -1.725 -0.861
C 0.840 2.833 1.149
H 0.886 2.448 2.194
H 1.888 2.937 0.802
H 0.348 3.822 1.098
C 2.389 -0.897 0.533
H 2.495 -0.197 1.401
H 2.834 -1.867 0.828
H 3.039 -0.539 -0.295
Se 0.488 -0.105 6.249
C 0.479 0.097 4.540
N 0.371 0.188 3.341
*
```

Properties
HOMO level (alpha / beta) ... -14.62 / -14.59 eV
Calculated total energy ... -3359.29726 a.u.
Energy above the lowest of the compared OMol25 structures with the same formula, charge and spin ... 96.3 kcal per mole
LUMO level (alpha / beta) ... -11.11 / -11.12 eV
Strongest force on any atom ... 7.4 eV/A

=====

6.
Density functional theory data (wB97M-V/def2-TZVPD) for a 6-piece molecular cluster, C12H24Br12 overall.

```
! wB97M-V def2-TZVPD RIJCOSX def2/J DEFGRID3
* xyz 0 1
Br 14.517 1.501 10.040
C 16.005 2.691 10.294
C 17.099 2.470 9.260
Br 18.724 3.322 9.929
H 16.259 2.643 11.346
H 15.685 3.724 10.152
H 16.779 2.912 8.323
H 17.399 1.438 9.121
Br 20.779 8.886 16.416
C 20.431 6.948 16.575
C 19.009 6.685 17.031
Br 18.705 7.307 18.825
H 21.176 6.608 17.286
H 20.619 6.508 15.600
H 18.903 5.600 16.919
H 18.250 7.123 16.388
Br 15.081 3.931 13.343
C 14.855 5.176 14.848
C 15.820 6.342 14.708
Br 15.384 7.636 16.084
H 15.085 4.643 15.766
H 13.827 5.521 14.908
H 15.764 6.892 13.776
H 16.834 5.978 14.855
Br 18.106 10.087 9.887
C 16.241 9.535 10.082
C 16.159 8.226 10.844
Br 14.290 7.666 11.107
H 15.788 9.479 9.099
H 15.738 10.288 10.683
H 16.574 8.352 11.841
H 16.699 7.419 10.356
Br 14.097 4.656 18.422
C 14.166 5.805 20.025
C 15.637 5.977 20.423
Br 16.445 4.260 20.903
H 13.668 5.348 20.873
H 13.734 6.759 19.748
H 15.711 6.635 21.292
H 16.219 6.502 19.668
Br 12.958 0.210 17.161
C 14.644 1.235 17.115
C 15.648 0.851 16.053
Br 16.450 -0.892 16.474
H 15.072 1.110 18.102
H 14.353 2.262 16.906
H 16.458 1.575 16.130
H 15.248 0.855 15.045
*
```

Properties
HOMO level ... -10.08 eV
Calculated total energy ... -31359.79827 a.u.
Energy above the lowest of the compared OMol25 structures with the same formula, charge and spin ... 18.0 kcal per mole
LUMO level ... -0.01 eV
Strongest force on any atom ... 1.5 eV/A

=====

Repeat the sixth record exactly.
Density functional theory data (wB97M-V/def2-TZVPD) for a 6-piece molecular cluster, C12H24Br12 overall.

```
! wB97M-V def2-TZVPD RIJCOSX def2/J DEFGRID3
* xyz 0 1
Br 14.517 1.501 10.040
C 16.005 2.691 10.294
C 17.099 2.470 9.260
Br 18.724 3.322 9.929
H 16.259 2.643 11.346
H 15.685 3.724 10.152
H 16.779 2.912 8.323
H 17.399 1.438 9.121
Br 20.779 8.886 16.416
C 20.431 6.948 16.575
C 19.009 6.685 17.031
Br 18.705 7.307 18.825
H 21.176 6.608 17.286
H 20.619 6.508 15.600
H 18.903 5.600 16.919
H 18.250 7.123 16.388
Br 15.081 3.931 13.343
C 14.855 5.176 14.848
C 15.820 6.342 14.708
Br 15.384 7.636 16.084
H 15.085 4.643 15.766
H 13.827 5.521 14.908
H 15.764 6.892 13.776
H 16.834 5.978 14.855
Br 18.106 10.087 9.887
C 16.241 9.535 10.082
C 16.159 8.226 10.844
Br 14.290 7.666 11.107
H 15.788 9.479 9.099
H 15.738 10.288 10.683
H 16.574 8.352 11.841
H 16.699 7.419 10.356
Br 14.097 4.656 18.422
C 14.166 5.805 20.025
C 15.637 5.977 20.423
Br 16.445 4.260 20.903
H 13.668 5.348 20.873
H 13.734 6.759 19.748
H 15.711 6.635 21.292
H 16.219 6.502 19.668
Br 12.958 0.210 17.161
C 14.644 1.235 17.115
C 15.648 0.851 16.053
Br 16.450 -0.892 16.474
H 15.072 1.110 18.102
H 14.353 2.262 16.906
H 16.458 1.575 16.130
H 15.248 0.855 15.045
*
```

Properties
HOMO level ... -10.08 eV
Calculated total energy ... -31359.79827 a.u.
Energy above the lowest of the compared OMol25 structures with the same formula, charge and spin ... 18.0 kcal per mole
LUMO level ... -0.01 eV
Strongest force on any atom ... 1.5 eV/A